Here is a 8-piece molecular cluster, C35H91N5O11 overall from the Open Molecules 2025 dataset. Energies are from ωB97M-V with the def2-TZVPD basis set.

Geometry (Å):
1 C -5.280 9.096 -1.732
2 C -4.819 7.769 -2.400
3 C -3.590 8.124 -3.359
4 O -4.277 6.866 -1.450
5 H -5.817 8.858 -0.813
6 H -5.912 9.638 -2.435
7 H -4.552 9.899 -1.617
8 H -5.636 7.258 -2.909
9 H -3.314 7.203 -3.872
10 H -2.680 8.557 -2.943
11 H -3.999 8.859 -4.052
12 H -4.848 6.695 -0.698
13 C -0.433 1.157 -2.620
14 C -1.402 0.172 -1.920
15 C -0.775 -0.477 -0.653
16 O -2.547 0.955 -1.592
17 H -0.767 1.884 -3.361
18 H 0.290 0.558 -3.174
19 H 0.163 1.790 -1.963
20 H -1.733 -0.678 -2.516
21 H -0.049 -1.256 -0.887
22 H -1.655 -0.756 -0.073
23 H -0.207 0.301 -0.144
24 H -2.235 1.853 -1.457
25 C -8.837 -0.749 -1.720
26 C -8.824 -1.380 -0.349
27 C -8.820 -2.961 -0.249
28 O -7.682 -0.925 0.263
29 H -7.949 -0.948 -2.320
30 H -9.157 0.285 -1.586
31 H -9.656 -1.267 -2.218
32 H -9.687 -0.931 0.142
33 H -8.435 -3.286 0.718
34 H -8.169 -3.347 -1.033
35 H -9.782 -3.387 -0.531
36 H -6.959 -1.112 -0.341
37 C -0.907 2.764 5.333
38 O -0.960 3.237 6.655
39 C -1.259 2.223 7.674
40 C -1.524 3.116 8.915
41 N -1.843 2.288 10.066
42 C -3.071 1.470 10.071
43 C -3.155 0.500 11.288
44 O -3.313 1.173 12.564
45 C -4.647 1.614 12.843
46 H -0.094 3.304 4.847
47 H -1.845 2.756 4.777
48 H -0.362 1.823 5.260
49 H -0.466 1.482 7.779
50 H -2.197 1.801 7.315
51 H -2.331 3.785 8.616
52 H -0.594 3.661 9.076
53 H -1.802 2.813 10.928
54 H -3.088 0.794 9.217
55 H -3.840 2.221 9.892
56 H -2.397 -0.284 11.280
57 H -3.976 -0.204 11.152
58 H -4.568 2.630 12.454
59 H -4.931 1.737 13.888
60 H -5.371 1.044 12.261
61 C 10.167 -1.651 -6.978
62 O 9.371 -1.275 -5.855
63 C 8.427 -0.179 -5.989
64 C 7.167 -0.267 -5.054
65 N 6.384 -1.290 -5.659
66 C 5.193 -1.734 -4.962
67 C 4.460 -2.819 -5.692
68 O 3.425 -3.422 -4.977
69 C 2.775 -4.529 -5.706
70 H 9.513 -1.706 -7.849
71 H 10.584 -2.638 -6.781
72 H 10.842 -0.901 -7.389
73 H 8.026 -0.031 -6.992
74 H 9.090 0.658 -5.775
75 H 6.587 0.652 -4.969
76 H 7.412 -0.494 -4.016
77 H 6.987 -2.060 -5.911
78 H 4.460 -0.996 -4.638
79 H 5.572 -2.234 -4.070
80 H 5.131 -3.648 -5.918
81 H 3.982 -2.407 -6.580
82 H 2.498 -4.265 -6.727
83 H 1.924 -4.855 -5.107
84 H 3.406 -5.412 -5.805
85 C 4.943 0.564 1.872
86 O 5.512 1.317 2.960
87 C 5.965 0.482 3.966
88 C 5.719 1.199 5.319
89 N 5.534 0.242 6.480
90 C 6.801 -0.389 6.814
91 C 7.840 0.607 7.353
92 O 8.865 -0.171 8.070
93 C 10.239 0.378 8.088
94 H 5.639 0.302 1.075
95 H 4.280 1.317 1.447
96 H 4.388 -0.322 2.180
97 H 7.023 0.251 3.845
98 H 5.329 -0.403 3.984
99 H 4.872 1.873 5.192
100 H 6.510 1.881 5.630
101 H 5.225 0.847 7.227
102 H 7.202 -0.901 5.940
103 H 6.736 -1.159 7.583
104 H 7.314 1.279 8.032
105 H 8.242 1.044 6.439
106 H 11.015 -0.168 8.625
107 H 10.268 1.394 8.482
108 H 10.636 0.514 7.081
109 C -3.587 1.452 -7.775
110 C -3.557 1.923 -9.267
111 C -4.965 2.291 -9.805
112 O -5.657 0.998 -10.092
113 C -5.955 0.819 -11.484
114 N -2.602 3.030 -9.308
115 H -4.485 0.858 -7.607
116 H -3.630 2.356 -7.168
117 H -2.686 0.868 -7.588
118 H -3.112 1.194 -9.945
119 H -4.797 2.974 -10.637
120 H -5.369 2.993 -9.075
121 H -5.084 0.890 -12.135
122 H -6.710 1.489 -11.897
123 H -6.248 -0.203 -11.722
124 H -2.206 3.130 -8.384
125 H -1.803 2.666 -9.806
126 C -2.560 -6.774 -1.636
127 C -1.473 -7.573 -0.802
128 C -0.975 -7.024 0.639
129 O 0.157 -7.748 0.966
130 C 0.905 -7.374 2.137
131 N -2.033 -8.976 -0.636
132 H -2.158 -6.486 -2.608
133 H -2.933 -5.930 -1.056
134 H -3.453 -7.374 -1.813
135 H -0.507 -7.653 -1.300
136 H -1.761 -7.116 1.388
137 H -0.786 -5.951 0.686
138 H 1.731 -6.722 1.850
139 H 1.375 -8.315 2.423
140 H 0.250 -6.980 2.914
141 H -2.825 -8.821 -0.028
142 H -1.415 -9.458 0.001

energy relative to the best compared isomer or geometry (same formula, charge and spin) = 5.538 eV
lowest unoccupied orbital energy = 0.30 eV
structure (SMILES) = COC[C@H](C)N.COC[C@H](C)N.COCCNCCOC.COCCNCCOC.COCCNCCOC.CC(C)O.CC(C)O.CC(C)O
largest force on an atom = 3.13 eV/A
molar mass = 758.1 u
gap between HOMO and LUMO = 0.324 Eh